Record 1
{
  "formula": "C5H12NS",
  "method": "ωB97M-V/def2-TZVPD",
  "symbols": ["H", "H", "C", "H", "H", "H", "H", "C", "H", "S", "N", "H", "H", "C", "H", "C", "H", "C", "H"],
  "positions_angstrom": [[3.27365, -0.65725, -0.09369], [1.10125, -1.80938, 0.04974], [2.56295, -0.05909, -0.63069], [-1.39352, 1.69766, -0.30092], [-2.33421, -0.67488, 1.35838], [-1.10108, -2.03668, -0.20026], [0.65107, 0.72872, -0.42117], [-2.21316, 1.02027, -0.04951], [-1.08591, 0.29348, 1.65019], [3.39896, 1.56601, -0.88767], [0.59707, -1.09997, 0.53681], [1.57085, 0.79189, 1.02104], [-2.82788, 0.67177, -0.86109], [-1.59075, -0.10211, 0.76376], [-0.66346, -0.54341, -1.04556], [-0.72497, -1.03069, -0.05999], [2.34626, -0.50172, -1.60749], [1.30036, 0.14474, 0.19099], [-2.86747, 1.60065, 0.58714]],
  "mulliken_charge": [0.269, 0.319, -0.873, 0.306, 0.384, 0.396, 0.053, -1.192, 0.325, -0.695, -0.500, 0.243, 0.309, -0.377, 0.397, -0.763, 0.248, -0.222, 0.375],
  "homo_energy_ha": -0.084,
  "smiles": "CCCNCC[S-]",
  "fmax_ev_per_a": 2.13,
  "lumo_energy_ev": 3.6,
  "total_energy_ha": -650.6475,
  "e_above_lowest_kcal_mol": 17.8,
  "homo_lumo_gap_ev": 5.89,
  "total_charge": -1
}

---

Record 2
{
  "formula": "C5H12NS",
  "method": "ωB97M-V/def2-TZVPD",
  "symbols": ["H", "H", "C", "H", "H", "S", "H", "C", "C", "H", "N", "C", "H", "H", "H", "C", "H", "H", "H"],
  "positions_angstrom": [[0.77292, -0.16574, 0.33909], [-1.65475, 3.44597, 1.05469], [1.31204, -0.62935, -1.42856], [-1.02424, 1.03558, 2.62984], [-2.52596, 1.66895, 2.17610], [1.48920, -2.26768, -0.51649], [-0.14143, 2.73306, 0.50712], [-0.83618, 2.79120, 1.25036], [-1.48893, 0.46376, 0.60066], [-1.92753, -0.63084, 0.95035], [-0.10293, 0.33264, 0.11065], [-0.16033, -0.27687, -1.35098], [2.06728, 0.03696, -0.99848], [-0.50465, 0.51536, -1.86763], [-2.18634, 0.93086, -0.19434], [-1.51402, 1.50102, 1.74161], [-0.91878, -1.11814, -1.50956], [1.45306, -0.87651, -2.54089], [-0.39174, 3.28034, 2.06441]],
  "mulliken_charge": [0.203, 0.274, -0.966, 0.282, 0.388, -0.676, 0.409, -1.122, -0.551, 0.253, -0.133, -0.619, 0.304, 0.468, 0.234, -0.564, 0.220, 0.277, 0.319],
  "homo_energy_ha": -0.088,
  "smiles": "CCCNCC[S-]",
  "fmax_ev_per_a": 4.81,
  "lumo_energy_ev": 3.7,
  "total_energy_ha": -650.5786,
  "e_above_lowest_kcal_mol": 61.0,
  "homo_lumo_gap_ev": 6.13,
  "total_charge": -1
}

---

Record 3
{
  "formula": "C5H12NS",
  "method": "ωB97M-V/def2-TZVPD",
  "symbols": ["S", "H", "H", "H", "C", "H", "C", "H", "H", "H", "C", "C", "N", "H", "H", "H", "C", "H", "H"],
  "positions_angstrom": [[2.22260, 0.59940, -1.28088], [3.23976, 1.43800, -1.54943], [0.43490, 1.19656, 1.95932], [0.73190, -2.17729, 2.51068], [-0.04042, -0.96071, 0.93833], [-1.47140, -1.41133, -1.49376], [-1.02448, 0.57981, -0.91889], [-0.23954, 0.27346, -1.75311], [-2.75652, -0.19326, -1.83113], [3.01483, -0.37360, -0.77913], [-2.03198, -0.49114, -1.16496], [0.82549, -1.21710, 1.98572], [0.25027, 1.42512, 0.94730], [-2.67135, -0.86121, -0.37938], [0.33525, 2.34912, 0.70495], [1.43691, -0.31332, 2.35811], [-0.25334, 0.36436, 0.34855], [-0.52641, -1.79810, 0.38879], [-1.47649, 1.57122, -0.99110]],
  "mulliken_charge": [-0.335, 0.189, 0.179, 0.314, -0.269, 0.366, 0.131, 0.147, 0.385, 0.173, -1.526, -0.681, -0.203, 0.382, 0.247, 0.240, 0.611, 0.244, 0.407],
  "homo_energy_ha": -0.492,
  "fmax_ev_per_a": 6.08,
  "lumo_energy_ev": -5.4,
  "total_energy_ha": -650.3289,
  "e_above_lowest_kcal_mol": 53.8,
  "homo_lumo_gap_ev": 7.93,
  "total_charge": 1
}

---

Record 4
{
  "formula": "C5H12NS",
  "method": "ωB97M-V/def2-TZVPD",
  "symbols": ["C", "C", "H", "H", "H", "H", "C", "H", "H", "H", "H", "C", "H", "H", "H", "N", "C", "H", "S"],
  "positions_angstrom": [[0.93885, -0.92018, 1.58343], [-1.44325, 2.86724, -0.24708], [0.43577, -0.12168, 2.15157], [-1.24820, 3.88949, -0.53014], [-2.13284, 2.54463, 0.44353], [1.52104, 0.21674, -0.08755], [1.38272, -1.80128, -0.67308], [2.04648, -2.49001, -0.04601], [1.95898, -1.55612, -1.63690], [-2.19991, 0.44679, -0.83620], [-1.50904, -1.31916, -1.25339], [-0.42576, 0.11385, -0.10135], [0.45918, -1.84759, 1.79984], [0.47820, -2.43701, -0.97619], [1.92149, -1.14985, 1.79023], [0.93112, -0.60259, 0.10916], [-1.50133, -0.33244, -0.76311], [-1.68129, 2.34930, -1.19733], [0.06779, 2.14985, 0.47057]],
  "mulliken_charge": [-0.917, -0.862, 0.303, 0.385, 0.367, 0.368, -0.714, 0.315, 0.314, 0.314, 0.249, 0.221, 0.421, 0.270, 0.471, 0.040, -0.795, 0.234, 0.017],
  "homo_energy_ha": -0.485,
  "smiles": "C=C(SC)[NH+](C)C",
  "fmax_ev_per_a": 3.77,
  "lumo_energy_ev": -3.9,
  "total_energy_ha": -650.2852,
  "e_above_lowest_kcal_mol": 81.3,
  "homo_lumo_gap_ev": 9.28,
  "total_charge": 1
}

---

Record 5
{
  "formula": "C5H12NS2",
  "method": "ωB97M-V/def2-TZVPD",
  "symbols": ["H", "C", "H", "H", "H", "H", "H", "C", "H", "S", "S", "N", "C", "H", "C", "H", "H", "H", "H", "C"],
  "positions_angstrom": [[1.63829, 1.01669, 1.46291], [1.51428, -0.82422, 0.41716], [2.79666, 0.01427, -0.97311], [-2.52823, -0.49746, -1.92491], [-0.01786, 0.26982, -1.64858], [2.16169, -0.42980, -0.48651], [-1.94013, 1.02177, 0.61692], [2.15537, 0.06347, 1.42862], [0.34014, 1.30754, -0.24712], [-4.42681, 0.16450, -0.55008], [3.85010, 0.28692, 0.88004], [0.11300, -0.76303, 0.17243], [-1.72262, 0.78712, -0.43057], [2.08842, -0.43519, 2.40421], [-2.69706, -0.31019, -0.85825], [-2.48628, -1.24178, -0.32493], [-0.41586, -0.71814, 1.05018], [1.81049, -1.86275, 0.57152], [-1.98300, 1.70294, -0.96580], [-0.25059, 0.44753, -0.59411]],
  "mulliken_charge": [0.280, -0.464, 0.285, 0.211, 0.255, -0.259, 0.306, -0.434, 0.312, -0.674, -0.355, -0.236, -0.846, 0.357, -0.665, 0.207, 0.299, 0.398, 0.340, -0.317],
  "homo_energy_ha": -0.090,
  "fmax_ev_per_a": 2.84,
  "lumo_energy_ev": 1.3,
  "total_energy_ha": -1048.7214,
  "e_above_lowest_kcal_mol": 82.0,
  "homo_lumo_gap_ev": 3.73,
  "total_charge": -1
}

---

Record 6
{
  "formula": "C5H12NS2",
  "method": "ωB97M-V/def2-TZVPD",
  "symbols": ["H", "C", "C", "H", "H", "H", "C", "H", "S", "H", "C", "H", "N", "H", "S", "H", "C", "H", "H", "H"],
  "positions_angstrom": [[2.21442, 0.24993, -1.33644], [2.67947, -0.48821, -0.81602], [0.59549, 2.50031, 0.52953], [1.66765, 2.35550, 0.70378], [-1.81065, -2.83398, -0.42225], [-0.39292, -2.68915, -1.15638], [-1.21816, -0.86027, -0.14483], [-1.37909, 1.57071, 0.66436], [-1.23393, 0.11118, -1.69207], [3.06476, -0.49006, 0.13403], [-0.89849, -2.31379, -0.22005], [0.17100, 3.30431, 1.09413], [-0.30560, 1.33771, 0.64711], [0.77726, 2.78421, -0.59725], [-2.59909, -0.43796, 1.04093], [-3.51473, -1.37240, 0.53623], [-0.15057, 0.17186, -0.23249], [-0.43401, -2.59329, 0.82167], [0.00665, 1.12612, 1.70600], [2.76054, -1.43269, -1.26000]],
  "mulliken_charge": [0.439, -0.953, -0.845, 0.341, 0.437, 0.321, 0.266, 0.447, -0.009, 0.359, -1.141, 0.403, -0.269, 0.295, -0.261, 0.226, -0.076, 0.254, 0.435, 0.332],
  "homo_energy_ha": [-0.451, -0.471],
  "fmax_ev_per_a": 4.95,
  "lumo_energy_ev": [-5.7, -3.6],
  "total_energy_ha": -1048.3605,
  "e_above_lowest_kcal_mol": 157.5,
  "homo_lumo_gap_ev": [6.58, 9.20],
  "total_charge": 1
}